Record 1
Formula: C19H32N6O2RuS3
Source: the OMol25 dataset
Level of theory: ωB97M-V with the def2-TZVPD basis set

The geometry in XYZ format:
```
63
Properties=species:S:1:pos:R:3:forces:R:3:mulliken_spin:R:1
Ru 0.14214 -1.52068 0.18823 -0.962 -0.175 -1.576 0.51
C -0.17956 0.92428 4.84893 -0.069 0.004 0.053 0.00
S -0.42240 -0.84215 4.59308 -0.223 -0.152 -0.023 0.01
C -0.70477 -0.88104 2.87893 0.060 0.462 -0.171 0.04
S -0.85853 -2.40460 2.03531 0.372 -0.300 0.424 -0.01
N -0.73387 0.22138 2.20778 -0.134 -0.193 -0.320 0.02
N -0.68519 0.00936 0.80897 -0.350 1.283 1.394 0.24
C -1.52646 0.94506 0.19492 0.539 -0.569 1.062 -0.06
C -1.67076 1.32780 -1.08964 0.171 0.249 -1.029 0.10
C -2.65114 2.33728 -1.44469 0.162 -0.150 0.124 -0.02
C -2.72116 2.86687 -2.67734 0.054 0.011 -0.157 0.05
C -1.81648 2.44564 -3.71141 -0.043 0.070 0.011 0.02
C -0.95631 1.45624 -3.44210 0.059 -0.059 0.087 0.01
N -0.89955 0.91231 -2.17539 -0.275 -0.133 0.085 0.07
H -0.03016 1.04518 5.91995 0.023 -0.002 0.007 0.00
H -1.05343 1.48765 4.53559 -0.015 -0.022 -0.003 0.00
H 0.69704 1.26742 4.30610 -0.005 -0.007 -0.016 0.00
H -2.16953 1.44685 0.90291 -0.011 -0.050 0.048 0.01
H -3.32298 2.65732 -0.66170 -0.003 -0.015 0.033 0.00
H -3.46341 3.62061 -2.89604 -0.013 0.026 -0.005 0.00
H -1.81482 2.90503 -4.68669 -0.021 0.003 -0.015 0.00
H -0.24078 1.05206 -4.14196 -0.022 -0.009 -0.015 0.00
N -0.21691 -3.18072 -1.29690 0.358 -0.385 0.213 -0.02
C 0.12510 -2.57467 -2.59558 -0.001 0.108 -0.132 -0.03
C -0.75622 -1.35366 -2.81749 -0.215 -0.276 -0.004 0.01
O -1.73700 -1.27413 -3.47701 0.114 0.009 0.024 0.00
O -0.23020 -0.30975 -2.06860 0.574 0.201 0.125 -0.01
H 0.33100 -4.02883 -1.18162 -0.040 -0.002 0.070 0.01
H -1.19436 -3.45960 -1.27041 0.018 -0.050 -0.025 0.01
H -0.00179 -3.26098 -3.43254 -0.122 0.088 -0.019 0.00
H 1.16257 -2.24035 -2.54386 0.004 -0.100 -0.049 0.00
C 1.89423 -3.79349 4.92608 -0.004 0.047 0.015 0.00
C 2.50373 -5.18167 4.78217 0.036 -0.048 -0.024 0.00
C 3.21382 -5.43385 3.45287 -0.028 0.024 -0.029 0.00
C 2.31606 -5.31301 2.21622 0.034 -0.073 0.026 0.00
N 2.06501 -3.94443 1.77888 -0.154 -0.041 -0.083 0.00
C 2.89372 -3.21287 1.04989 -0.026 0.221 0.111 -0.02
S 2.46837 -1.60104 0.56570 -0.036 0.114 -0.267 0.03
N 4.08015 -3.70482 0.70562 0.116 -0.112 0.073 0.00
C 5.14042 -2.96397 0.01702 0.038 -0.019 0.005 0.01
C 5.91842 -2.03806 0.94844 -0.011 -0.036 -0.022 -0.01
C 6.47331 -2.72609 2.19520 -0.020 0.032 -0.001 0.00
C 7.34485 -3.94132 1.90430 0.016 -0.014 0.009 0.00
H 1.59650 -3.60663 5.95742 -0.013 -0.008 0.000 0.00
H 0.99961 -3.66826 4.31542 -0.029 0.004 -0.042 0.00
H 2.60123 -3.01135 4.63999 0.021 0.012 0.010 0.00
H 1.72740 -5.94064 4.91367 -0.010 -0.008 0.016 0.00
H 3.22527 -5.34684 5.58490 0.011 -0.001 -0.015 0.00
H 3.63776 -6.44064 3.46009 -0.005 -0.008 -0.005 0.00
H 4.05695 -4.74136 3.35522 0.020 0.012 0.009 0.00
H 1.34177 -5.76311 2.41379 0.015 0.009 0.020 0.00
H 2.74375 -5.86454 1.37267 -0.018 -0.009 0.030 0.00
H 1.20443 -3.48267 2.06515 0.042 -0.018 -0.007 0.00
H 4.36404 -4.56521 1.15159 -0.009 0.044 -0.023 0.00
H 4.69095 -2.40169 -0.79943 -0.005 0.005 0.020 0.00
H 5.79465 -3.71640 -0.42202 0.014 0.014 -0.001 0.00
H 5.27173 -1.21056 1.24513 -0.001 0.015 -0.001 0.00
H 6.73536 -1.60420 0.36658 0.027 -0.010 -0.012 0.00
H 5.64691 -3.00840 2.85578 -0.010 -0.008 -0.010 0.00
H 7.05438 -1.99222 2.75603 -0.003 0.000 0.010 0.00
H 6.79150 -4.74845 1.41746 -0.018 -0.018 -0.004 0.00
H 7.76308 -4.35235 2.82222 0.008 0.005 0.010 0.00
H 8.17705 -3.68084 1.24891 0.017 0.009 -0.022 0.00
```
Positions in Å, forces in eV/Å.

Frontier orbital gap (spin up / spin down) in eV: 6.32 / 6.17
Multiplicity: 2
E_HOMO (spin up / spin down) in eV: -9.46 / -9.71
Energy above the lowest of the compared OMol25 structures with the same formula, charge and spin in eV: 5.6111
Net charge: +1

=====

Record 2
Formula: C4H8NO2
Source: the OMol25 dataset
Level of theory: ωB97M-V with the def2-TZVPD basis set

The geometry in XYZ format:
```
15
Properties=species:S:1:pos:R:3:forces:R:3:lowdin_charge:R:1
N 1.73788 0.20456 0.02472 0.357 -0.311 -0.032 0.24
C 0.33194 -0.23190 -0.28122 0.022 0.208 0.268 -0.25
C -0.12523 0.60122 -1.46418 -0.189 0.070 -0.371 -0.18
O 0.36327 1.66752 -1.71028 0.340 0.011 0.229 0.12
C -0.58246 0.00282 0.91965 0.215 0.473 0.104 -0.09
C -1.88149 -0.76718 0.72916 0.299 -0.098 0.215 -0.21
O -1.95119 -1.61605 -0.11396 -0.223 -0.010 -0.111 0.09
H 1.81217 1.20181 0.24530 -0.248 0.068 -0.068 0.18
H 2.14850 -0.33634 0.79107 -0.104 0.073 -0.021 0.18
H 2.32292 0.05564 -0.80190 0.066 0.063 0.013 0.18
H 0.33653 -1.28207 -0.55300 0.164 -0.183 0.030 0.16
H -0.92201 0.17424 -2.07561 -0.298 -0.121 -0.028 0.15
H -0.09033 -0.22857 1.87287 -0.157 -0.468 -0.106 0.14
H -0.77918 1.06800 1.02286 -0.281 0.252 -0.112 0.14
H -2.72130 -0.51370 1.39452 0.035 -0.027 -0.009 0.14
```
Positions in Å, forces in eV/Å.

Frontier orbital gap in eV: 10.56
Multiplicity: 1
E_HOMO in eV: -14.51
SMILES: [NH3+][C@H](C=O)CC=O
Energy above the lowest of the compared OMol25 structures with the same formula, charge and spin in eV: 1.2654
Net charge: +1

=====

Record 3
Formula: C37H39BrN2PdS3Si
Source: the OMol25 dataset
Level of theory: ωB97M-V with the def2-TZVPD basis set

The geometry in XYZ format:
```
84
Properties=species:S:1:pos:R:3:forces:R:3:lowdin_charge:R:1
Pd 0.18149 0.64040 0.27753 0.129 1.404 0.460 0.65
S 3.90938 4.36114 -0.38904 -0.117 -0.234 -0.127 0.28
C 2.57683 3.41645 -0.86300 -0.165 0.564 -0.194 -1.88
S 1.84366 2.61022 0.50748 -0.359 -0.939 -0.061 0.49
S 1.87336 3.36502 -2.39715 0.230 -0.110 0.130 0.39
Br -4.92546 3.65093 -2.80292 -0.212 0.105 -0.058 0.71
C -3.33669 2.81592 -2.21039 -0.109 0.027 -0.122 -0.69
C -2.38180 3.54916 -1.55656 0.535 0.102 0.231 -0.09
C -1.22488 2.88643 -1.14719 -0.095 0.666 -0.122 -0.17
N -1.02476 1.59353 -1.35881 -0.077 0.043 0.462 -0.04
C -1.95659 0.91679 -2.00228 -0.438 -0.371 -0.403 -0.17
C -3.14065 1.47953 -2.46394 0.235 -0.395 -0.048 -0.11
H -2.50326 4.60468 -1.36517 0.015 0.001 0.035 0.11
H -0.42238 3.41216 -0.64422 -0.046 0.001 0.057 0.04
H -1.75345 -0.13566 -2.16724 -0.063 -0.031 0.049 0.12
H -3.87369 0.88167 -2.98400 0.001 -0.029 0.010 0.10
C 1.12165 -0.27389 1.82141 -0.035 0.006 0.085 -0.25
H 0.39031 -0.33087 2.62333 -0.030 -0.026 0.064 0.00
H 1.94082 0.39211 2.08356 0.089 -0.007 0.074 -0.02
H 1.52473 -1.25907 1.61545 0.063 -0.072 0.051 -0.04
C -3.71908 -0.90120 0.30822 -0.001 -0.065 -0.038 -0.08
C -3.15662 -1.51899 1.59141 0.121 0.196 -0.065 -0.38
C -1.90417 -2.34093 1.30119 -0.129 -0.117 0.093 -0.08
C -2.98125 -0.46600 2.67614 -0.068 -0.077 0.092 -0.16
C -3.73633 -0.65154 3.82993 0.063 -0.093 -0.055 -0.10
C -3.77727 0.24805 4.88270 0.051 -0.018 -0.094 -0.15
C -3.02716 1.40651 4.73513 0.076 0.111 -0.020 -0.09
C -2.24477 1.66795 3.62236 -0.029 -0.012 0.129 -0.16
C -1.51018 2.99503 3.58932 0.088 -0.047 -0.198 -0.39
C -1.97339 3.87965 2.42490 0.068 0.011 -0.003 -0.07
C 0.01093 2.83333 3.58707 0.003 0.037 0.107 -0.09
C -2.16037 0.71519 2.53161 0.338 0.436 -0.244 -0.30
N -1.42654 1.01069 1.44537 -0.126 -1.142 -0.461 0.00
H -3.85780 -1.66362 -0.46976 0.014 0.046 0.065 0.07
H -3.02847 -0.14594 -0.06163 -0.041 -0.013 0.052 0.03
H -4.68028 -0.41404 0.49816 0.031 -0.030 -0.005 0.08
H -3.90647 -2.21628 1.97582 -0.081 -0.017 0.026 0.11
H -1.12971 -1.72733 0.85611 0.073 0.121 -0.042 0.02
H -2.12701 -3.15916 0.60620 -0.001 0.064 0.044 0.07
H -1.49896 -2.77184 2.22275 -0.034 -0.001 -0.043 0.09
H -4.33195 -1.55914 3.89441 -0.006 -0.005 -0.025 0.09
H -4.37458 0.06343 5.76756 0.011 -0.001 -0.022 0.07
H -3.04416 2.15322 5.52629 0.012 0.004 -0.030 0.09
H -1.77522 3.50993 4.51772 -0.060 0.037 0.048 0.11
H -1.77130 3.37630 1.47711 -0.017 0.025 0.058 0.04
H -1.43925 4.83636 2.42753 -0.029 -0.054 0.008 0.07
H -3.04827 4.07661 2.48802 0.039 -0.020 0.000 0.07
H 0.34516 2.33798 2.68114 0.011 -0.026 -0.031 -0.02
H 0.33808 2.23530 4.44306 -0.032 0.032 -0.021 0.08
H 0.50628 3.80813 3.63331 -0.020 -0.040 -0.007 0.07
C 2.40269 -0.14202 -5.64988 -0.064 -0.008 0.107 -0.11
C 3.29748 -0.82020 -4.83255 -0.064 0.018 0.044 -0.10
C 3.04754 -0.94088 -3.46907 -0.056 0.003 -0.064 -0.09
C 1.90468 -0.38921 -2.87944 -0.105 0.225 -0.215 -0.28
C 1.03322 0.31059 -3.72057 0.024 0.023 -0.011 -0.15
C 1.26850 0.43035 -5.08624 0.056 -0.093 0.069 -0.10
Si 1.55433 -0.72938 -1.03803 -0.086 0.000 0.138 0.66
C 0.79600 -2.48832 -1.15459 -0.051 -0.107 -0.009 -0.26
C 0.29567 -2.98995 -2.36199 -0.043 -0.089 0.013 -0.09
C -0.20588 -4.28635 -2.46971 0.012 0.177 -0.008 -0.10
C -0.21770 -5.12240 -1.36475 0.021 -0.005 0.036 -0.12
C 0.24435 -4.64185 -0.14634 0.076 0.088 -0.019 -0.11
C 0.73206 -3.34487 -0.04761 0.024 -0.142 -0.111 -0.15
C 3.31240 -0.99927 -0.38695 0.263 -0.024 0.202 -0.29
C 4.12144 0.12781 -0.18009 0.053 -0.061 -0.059 -0.09
C 5.44635 0.00213 0.21986 -0.028 -0.100 -0.011 -0.08
C 5.99986 -1.25781 0.42594 -0.112 0.041 -0.023 -0.12
C 5.21889 -2.38871 0.22383 -0.047 0.088 -0.025 -0.11
C 3.89230 -2.25738 -0.18078 0.008 0.109 0.012 -0.11
H 2.59191 -0.05233 -6.71369 0.015 0.029 0.008 0.09
H 4.19943 -1.25074 -5.25388 -0.013 -0.009 0.006 0.09
H 3.76163 -1.47708 -2.85410 -0.006 0.023 -0.012 0.09
H 0.16910 0.80559 -3.29718 0.121 -0.036 -0.045 0.06
H 0.57346 0.98790 -5.70470 0.023 -0.002 0.020 0.09
H 0.30815 -2.36026 -3.24581 0.037 -0.037 0.016 0.09
H -0.58115 -4.64137 -3.42343 0.020 0.009 -0.002 0.09
H -0.57874 -6.14056 -1.45067 -0.052 0.000 0.011 0.09
H 0.21824 -5.27626 0.73256 0.007 0.012 0.003 0.10
H 1.06782 -2.99162 0.91812 0.023 -0.062 0.012 0.09
H 3.71402 1.12374 -0.33057 0.084 -0.159 0.019 0.03
H 6.04057 0.89651 0.36720 -0.021 -0.008 0.002 0.10
H 7.03236 -1.35657 0.74214 0.006 -0.001 -0.004 0.08
H 5.64176 -3.37626 0.37495 -0.008 -0.001 0.003 0.09
H 3.30874 -3.15723 -0.34795 0.012 0.051 0.003 0.09
```
Positions in Å, forces in eV/Å.

Frontier orbital gap (spin up / spin down) in eV: 4.82 / 4.82
Multiplicity: 1
E_HOMO (spin up / spin down) in eV: -1.12 / -1.11
Energy above the lowest of the compared OMol25 structures with the same formula, charge and spin in eV: 1.1086
Net charge: -2

=====

no.,total energy (a.u.)
1,-2511.35909
2,-362.16697
3,-5728.77536